(1)
The following is a DFT calculation (ωB97M-V/def2-TZVPD) of a molecular structure, C62H45FI4N7O5W in a non-equilibrium geometry.

For the LUMO energy (alpha / beta), the calculation gives -3.35 / -3.35 eV. The frontier orbital gap (alpha / beta) is 4.0 / 4.0 eV. As for the spin multiplicity: 1. The charge is +1.

Last column: Löwdin charge in e.
CARTESIAN COORDINATES (ANGSTROEM)
W1 0.020 0.570 -0.376  1.75
I1 0.848 4.989 -8.653  0.86
C1 0.745 3.678 -7.028  -0.74
C2 0.972 4.160 -5.748  -0.14
C3 0.893 3.291 -4.667  -0.02
C4 0.567 1.948 -4.855  -0.18
C5 0.373 1.481 -6.152  -0.03
C6 0.459 2.339 -7.241  -0.14
C7 0.430 1.062 -3.669  -0.07
C8 1.557 0.795 -2.898  -0.24
C9 2.907 0.933 -3.297  0.04
C10 3.626 0.079 -2.507  0.00
C11 2.713 -0.537 -1.611  -0.23
C12 3.064 -1.506 -0.615  -0.01
C13 4.065 -2.536 -0.984  -0.13
C14 4.308 -2.786 -2.345  -0.03
C15 5.192 -3.763 -2.775  -0.14
C16 5.852 -4.547 -1.845  -0.74
I2 7.171 -6.034 -2.479  0.87
C17 5.606 -4.366 -0.495  -0.14
C18 4.722 -3.386 -0.078  -0.01
C19 2.417 -1.413 0.622  -0.19
N1 1.180 -0.844 0.792  0.00
C20 0.959 -0.773 2.157  -0.22
C21 -0.294 -0.532 2.714  -0.07
C22 -0.458 -0.176 4.148  -0.15
C23 0.089 -0.890 5.214  -0.02
C24 0.007 -0.410 6.517  -0.13
C25 -0.651 0.786 6.765  -0.74
I3 -0.724 1.560 8.706  0.86
C26 -1.267 1.479 5.734  -0.15
C27 -1.173 0.990 4.438  -0.02
C28 -1.449 -0.638 1.928  -0.24
C29 -2.743 -0.999 2.393  0.02
C30 -3.497 -1.280 1.292  0.03
C31 -2.677 -1.039 0.149  -0.22
N2 -1.421 -0.654 0.556  -0.01
C32 -3.085 -1.113 -1.171  -0.06
C33 -2.307 -0.665 -2.238  -0.22
C34 -2.843 -0.407 -3.548  0.02
C35 -1.919 0.317 -4.219  0.01
C36 -0.774 0.431 -3.364  -0.22
N3 -1.026 -0.208 -2.156  0.00
C37 -4.505 -1.505 -1.437  -0.22
C38 -4.845 -2.821 -1.725  -0.01
C39 -6.167 -3.177 -1.972  -0.14
C40 -7.151 -2.202 -1.930  -0.74
I4 -9.142 -2.726 -2.292  0.86
C41 -6.834 -0.881 -1.647  -0.15
C42 -5.510 -0.541 -1.400  -0.03
C43 2.135 -1.205 2.852  0.01
C44 2.990 -1.672 1.920  0.01
N4 1.465 -0.067 -1.819  -0.03
H1 1.208 5.205 -5.589  0.09
H2 1.068 3.658 -3.664  0.12
H3 0.166 0.430 -6.316  0.13
H4 0.310 1.961 -8.244  0.10
H5 3.264 1.548 -4.111  0.12
H6 4.691 -0.100 -2.530  0.13
H7 3.770 -2.224 -3.097  0.11
H8 5.347 -3.919 -3.835  0.10
H9 6.092 -4.995 0.239  0.10
H10 4.552 -3.300 0.977  0.08
H11 0.561 -1.847 5.035  0.12
H12 0.454 -0.971 7.328  0.10
H13 -1.812 2.393 5.937  0.09
H14 -1.649 1.526 3.626  0.11
H15 -3.034 -1.086 3.431  0.12
H16 -4.517 -1.636 1.263  0.12
H17 -3.821 -0.714 -3.887  0.12
H18 -1.989 0.711 -5.222  0.11
H19 -4.069 -3.578 -1.754  0.13
H20 -6.423 -4.206 -2.189  0.10
H21 -7.608 -0.126 -1.614  0.09
H22 -5.246 0.487 -1.172  0.13
H23 2.304 -1.160 3.917  0.11
H24 3.975 -2.048 2.120  0.10
C45 1.308 4.347 6.320  -0.07
C46 2.005 4.789 5.038  -0.18
N5 1.405 4.173 3.845  -0.02
C47 2.130 3.286 3.115  0.06
C48 1.600 2.519 2.132  -0.01
C49 2.444 1.795 1.118  -0.57
O1 3.589 1.481 1.353  0.10
O2 1.803 1.656 0.000  -0.14
C50 0.196 2.581 1.914  -0.30
O3 -0.391 1.744 1.258  -0.10
C51 -0.523 3.691 2.499  -0.05
C52 -1.809 4.011 2.084  0.10
C53 -2.396 5.164 2.514  -0.19
F1 -3.612 5.479 2.014  0.06
C54 -1.767 6.028 3.421  -0.14
C55 -0.519 5.664 3.887  0.05
C56 0.129 4.516 3.427  -0.12
N6 -2.331 7.242 3.891  -0.08
C57 -3.748 7.518 3.698  -0.15
C58 -4.196 8.543 4.724  -0.08
N7 -3.382 9.802 4.548  0.07
C59 -1.911 9.500 4.686  -0.08
C60 -1.543 8.445 3.664  -0.14
H25 1.737 4.868 7.177  0.08
H26 1.432 3.274 6.475  0.07
H27 0.238 4.561 6.286  0.06
H28 3.046 4.481 5.058  0.12
H29 1.995 5.875 4.939  0.11
H30 3.185 3.204 3.354  0.15
H31 -2.322 3.352 1.388  0.15
H32 -0.044 6.295 4.627  0.11
H33 -4.342 6.623 3.847  0.14
H34 -3.962 7.893 2.687  0.14
H35 -4.007 8.182 5.732  0.14
H36 -5.249 8.788 4.613  0.14
H37 -3.670 10.513 5.217  0.18
H38 -3.554 10.175 3.614  0.18
H39 -1.758 9.128 5.696  0.14
H40 -1.348 10.420 4.546  0.14
H41 -0.481 8.239 3.746  0.13
H42 -1.719 8.847 2.651  0.14
C61 -2.235 3.892 -2.310  -0.02
O4 -0.899 3.476 -1.953  -0.05
C62 -0.810 2.367 -1.267  -0.45
O5 -1.785 1.751 -0.811  -0.09
H43 -2.106 4.762 -2.947  0.09
H44 -2.809 4.148 -1.419  0.09
H45 -2.741 3.093 -2.848  0.09

---

(2)
The following is a DFT calculation (ωB97M-V/def2-TZVPD) of 5 unconnected molecules or ions with the total composition C62H48Cl2O10P2S.

For the LUMO energy, the calculation gives -0.96 eV. The frontier orbital gap is 7.5 eV. As for the spin multiplicity: 1. The SMILES is CC[C@@H](Cl)[PH2](C[C@@H](C)Cl)P(O)(O)=S.O=C1c2ccccc2C(=O)c2ccccc21.O=C1c2ccccc2C(=O)c2ccccc21.O=C1c2ccccc2C(=O)c2ccccc21.O=C1c2ccccc2C(=O)c2ccccc21.

Last column: Löwdin charge in e.
CARTESIAN COORDINATES (ANGSTROEM)
C1 -10.614 -2.835 7.248  -0.13
C2 -10.653 -1.632 6.288  -0.34
C3 -9.322 -0.921 6.067  -0.87
Cl1 -8.617 -0.403 7.621  0.60
P1 -8.126 -1.963 5.002  0.68
C4 -6.808 -0.685 4.886  -0.37
C5 -5.478 -0.946 5.624  -0.75
C6 -4.935 0.331 6.243  -0.12
Cl2 -5.553 -2.253 6.857  0.62
P2 -6.998 -3.322 3.527  0.06
O1 -7.607 -4.811 3.763  -0.26
O2 -5.427 -3.470 3.878  -0.29
S1 -7.275 -2.733 1.711  0.25
H1 -11.212 -2.644 8.136  0.07
H2 -9.609 -3.069 7.590  0.04
H3 -11.025 -3.728 6.779  0.07
H4 -11.358 -0.898 6.677  0.10
H5 -11.044 -1.937 5.316  0.09
H6 -9.521 -0.013 5.493  0.07
H7 -9.125 -1.962 4.000  0.03
H8 -8.138 -3.002 5.966  -0.01
H9 -6.566 -0.546 3.832  0.08
H10 -7.239 0.247 5.246  0.07
H11 -4.762 -1.311 4.894  0.08
H12 -5.687 0.829 6.849  0.07
H13 -4.613 0.982 5.431  0.09
H14 -4.063 0.104 6.851  0.07
H15 -7.620 -5.021 4.702  0.05
H16 -5.266 -3.849 4.749  0.03
C7 3.372 -4.060 -0.209  -0.05
C8 2.752 -5.293 -0.044  -0.05
C9 1.416 -5.357 0.311  -0.01
C10 0.694 -4.186 0.504  -0.08
C11 1.318 -2.947 0.342  -0.08
C12 2.658 -2.890 -0.016  0.00
C13 0.567 -1.677 0.552  -0.26
O3 1.112 -0.600 0.418  0.09
C14 -0.869 -1.769 0.930  -0.08
C15 -1.587 -0.600 1.146  0.00
C16 -2.930 -0.667 1.477  -0.05
C17 -3.566 -1.899 1.593  -0.06
C18 -2.852 -3.067 1.387  0.01
C19 -1.504 -3.009 1.057  -0.08
C20 -0.752 -4.278 0.854  -0.28
O4 -1.298 -5.357 0.955  0.10
H17 4.414 -4.013 -0.495  0.11
H18 3.309 -6.207 -0.201  0.11
H19 0.921 -6.311 0.429  0.12
H20 3.129 -1.925 -0.150  0.12
H21 -1.090 0.354 1.044  0.12
H22 -3.489 0.246 1.637  0.11
H23 -4.617 -1.959 1.846  0.03
H24 -3.335 -4.030 1.482  0.12
C21 -2.819 -6.419 -1.738  -0.05
C22 -3.871 -7.223 -2.159  -0.05
C23 -3.620 -8.476 -2.693  0.00
C24 -2.313 -8.929 -2.812  -0.08
C25 -1.255 -8.114 -2.400  -0.08
C26 -1.514 -6.862 -1.862  0.00
C27 0.160 -8.562 -2.532  -0.27
O5 1.080 -7.867 -2.152  0.10
C28 0.411 -9.899 -3.144  -0.08
C29 1.722 -10.324 -3.322  0.00
C30 1.977 -11.565 -3.878  -0.06
C31 0.923 -12.391 -4.254  -0.06
C32 -0.385 -11.973 -4.081  0.00
C33 -0.646 -10.725 -3.531  -0.08
C34 -2.064 -10.287 -3.372  -0.28
O6 -2.980 -11.015 -3.690  0.11
H25 -3.017 -5.446 -1.307  0.10
H26 -4.890 -6.873 -2.066  0.11
H27 -4.430 -9.114 -3.018  0.12
H28 -0.689 -6.245 -1.535  0.10
H29 2.532 -9.674 -3.022  0.12
H30 2.998 -11.892 -4.019  0.11
H31 1.125 -13.363 -4.685  0.11
H32 -1.212 -12.604 -4.371  0.12
C35 1.661 8.521 -2.076  -0.05
C36 0.404 7.929 -2.142  -0.06
C37 0.211 6.647 -1.656  0.00
C38 1.276 5.948 -1.105  -0.08
C39 2.540 6.539 -1.046  -0.08
C40 2.727 7.829 -1.529  0.01
C41 3.708 5.802 -0.486  -0.26
O7 4.797 6.333 -0.420  0.09
C42 3.493 4.404 -0.020  -0.08
C43 4.575 3.678 0.460  -0.01
C44 4.391 2.383 0.912  -0.05
C45 3.126 1.806 0.889  -0.05
C46 2.045 2.523 0.406  0.00
C47 2.223 3.822 -0.052  -0.08
C48 1.046 4.570 -0.580  -0.28
O8 -0.062 4.077 -0.584  0.11
H33 1.809 9.523 -2.454  0.11
H34 -0.427 8.470 -2.576  0.11
H35 -0.762 6.178 -1.700  0.12
H36 3.709 8.280 -1.482  0.11
H37 5.554 4.137 0.475  0.12
H38 5.236 1.818 1.284  0.11
H39 2.976 0.795 1.238  0.09
H40 1.063 2.075 0.376  0.11
C49 8.022 11.516 -6.917  -0.06
C50 6.770 11.822 -6.395  -0.06
C51 6.349 11.241 -5.212  0.00
C52 7.176 10.344 -4.547  -0.08
C53 8.428 10.027 -5.078  -0.08
C54 8.849 10.621 -6.261  0.00
C55 9.326 9.044 -4.404  -0.28
O9 10.416 8.778 -4.863  0.11
C56 8.835 8.401 -3.153  -0.08
C57 9.627 7.448 -2.527  0.00
C58 9.188 6.845 -1.360  -0.05
C59 7.961 7.194 -0.809  -0.05
C60 7.170 8.147 -1.427  0.00
C61 7.597 8.745 -2.603  -0.08
C62 6.708 9.740 -3.266  -0.27
O10 5.636 10.046 -2.787  0.10
H41 8.351 11.977 -7.839  0.11
H42 6.122 12.517 -6.913  0.11
H43 5.380 11.474 -4.793  0.12
H44 9.823 10.372 -6.658  0.12
H45 10.581 7.186 -2.963  0.12
H46 9.804 6.097 -0.878  0.11
H47 7.614 6.721 0.100  0.11
H48 6.211 8.416 -1.010  0.10

---

(3)
The following is a DFT calculation (ωB97M-V/def2-TZVPD) of a molecular structure, C62H59N4O10Se2SiTa in a non-equilibrium geometry.

For the LUMO energy (alpha / beta), the calculation gives -7.80 / -7.75 eV. The frontier orbital gap (alpha / beta) is 0.6 / 0.7 eV. As for the spin multiplicity: 1.

Last column: Löwdin charge in e.
CARTESIAN COORDINATES (ANGSTROEM)
Ta1 -0.272 0.335 0.865  1.91
C1 -4.484 3.374 -2.727  0.02
C2 -3.381 2.473 -3.268  -0.57
C3 -3.398 2.359 -4.774  0.03
O1 -2.110 2.960 -2.856  -0.02
C4 -1.670 2.268 -1.698  -0.15
C5 -2.813 1.207 -1.464  -0.12
O2 -3.461 1.177 -2.722  -0.03
C6 -2.772 -0.277 -0.886  -0.27
O3 -1.614 -0.532 -0.111  -0.30
C7 -2.834 -1.421 -1.919  -0.10
C8 -1.864 -2.415 -1.902  -0.03
C9 -1.924 -3.495 -2.771  -0.08
C10 -2.967 -3.609 -3.672  -0.08
C11 -3.964 -2.643 -3.673  -0.07
C12 -3.906 -1.570 -2.800  -0.02
C13 -4.017 -0.422 0.007  -0.13
C14 -5.241 0.143 -0.353  -0.03
C15 -6.365 -0.048 0.434  -0.07
C16 -6.288 -0.800 1.598  -0.08
C17 -5.073 -1.349 1.967  -0.07
C18 -3.950 -1.163 1.174  -0.03
C19 -0.188 1.927 -1.888  -0.34
O4 0.196 1.193 -0.747  -0.28
C20 0.073 1.142 -3.162  -0.12
C21 0.195 -0.234 -3.131  -0.02
C22 0.415 -0.957 -4.296  -0.07
C23 0.517 -0.299 -5.509  -0.08
C24 0.397 1.086 -5.550  -0.07
C25 0.180 1.803 -4.385  -0.02
C26 0.702 3.181 -1.876  -0.14
C27 2.078 2.962 -1.809  -0.02
C28 2.964 4.021 -1.724  -0.07
C29 2.485 5.327 -1.708  -0.09
C30 1.122 5.552 -1.792  -0.07
C31 0.232 4.485 -1.879  -0.02
H1 -4.392 4.368 -3.163  0.09
H2 -4.418 3.468 -1.643  0.09
H3 -5.460 2.964 -2.986  0.09
H4 -3.191 3.333 -5.219  0.10
H5 -4.375 2.018 -5.114  0.09
H6 -2.635 1.648 -5.088  0.09
H7 -1.709 2.937 -0.835  0.14
H8 -3.447 1.729 -0.744  0.13
H9 -1.059 -2.364 -1.182  0.09
H10 -1.150 -4.253 -2.729  0.10
H11 -3.016 -4.449 -4.353  0.10
H12 -4.803 -2.728 -4.352  0.10
H13 -4.707 -0.850 -2.811  0.11
H14 -5.325 0.737 -1.254  0.11
H15 -7.305 0.400 0.138  0.10
H16 -7.163 -0.938 2.219  0.10
H17 -4.986 -1.909 2.890  0.11
H18 -3.004 -1.572 1.482  0.09
H19 0.099 -0.743 -2.185  0.07
H20 0.496 -2.036 -4.248  0.11
H21 0.688 -0.857 -6.421  0.10
H22 0.476 1.611 -6.494  0.10
H23 0.094 2.881 -4.423  0.12
H24 2.449 1.943 -1.814  0.12
H25 4.029 3.830 -1.670  0.11
H26 3.173 6.160 -1.637  0.10
H27 0.739 6.565 -1.788  0.10
H28 -0.829 4.685 -1.953  0.11
Se1 6.068 5.685 2.515  1.10
N1 5.984 3.967 2.044  -0.23
C32 4.720 3.670 1.914  -0.34
C33 4.238 2.351 1.526  -0.09
C34 5.122 1.309 1.251  0.02
C35 4.601 0.100 0.869  -0.01
C36 3.217 -0.030 0.791  -0.12
N2 2.358 0.940 1.054  0.09
C37 2.862 2.130 1.415  -0.15
C38 1.910 3.220 1.661  -0.14
N3 0.617 2.940 1.474  0.11
C39 -0.251 3.935 1.606  -0.12
C40 0.102 5.232 1.962  -0.01
C41 1.425 5.516 2.187  0.02
C42 2.357 4.496 2.020  -0.08
C43 3.784 4.736 2.165  -0.34
N4 4.297 5.889 2.497  -0.22
H29 6.187 1.482 1.336  0.12
H30 5.227 -0.748 0.632  0.12
H31 2.794 -0.971 0.492  0.05
H32 -1.284 3.691 1.426  0.09
H33 -0.666 5.986 2.058  0.12
H34 1.764 6.504 2.470  0.12
C44 0.804 -2.850 3.778  -0.08
C45 1.834 -3.316 2.740  -0.58
C46 3.156 -2.585 3.001  -0.08
C47 2.040 -4.825 2.933  -0.08
Si1 1.154 -2.927 1.009  0.58
O5 0.699 -1.331 0.935  -0.41
C48 2.409 -3.157 -0.378  -0.22
C49 3.299 -4.234 -0.432  -0.09
C50 4.156 -4.411 -1.509  -0.08
C51 4.138 -3.514 -2.569  -0.08
C52 3.261 -2.439 -2.542  -0.07
C53 2.413 -2.268 -1.458  -0.10
C54 -0.282 -4.071 0.665  -0.23
C55 -0.183 -5.117 -0.255  -0.10
C56 -1.239 -5.997 -0.451  -0.09
C57 -2.417 -5.840 0.263  -0.08
C58 -2.533 -4.810 1.186  -0.06
C59 -1.468 -3.946 1.389  -0.09
H35 1.232 -2.955 4.783  0.09
H36 -0.100 -3.462 3.749  0.08
H37 0.521 -1.809 3.636  0.04
H38 3.541 -2.866 3.988  0.09
H39 3.016 -1.503 3.003  0.06
H40 3.922 -2.838 2.262  0.08
H41 2.345 -5.015 3.968  0.09
H42 2.821 -5.234 2.291  0.06
H43 1.122 -5.386 2.747  0.08
H44 3.327 -4.957 0.373  0.09
H45 4.836 -5.253 -1.523  0.10
H46 4.803 -3.654 -3.411  0.10
H47 3.231 -1.733 -3.363  0.10
H48 1.747 -1.412 -1.449  0.08
H49 0.720 -5.238 -0.842  0.10
H50 -1.146 -6.799 -1.174  0.10
H51 -3.246 -6.516 0.098  0.10
H52 -3.453 -4.674 1.740  0.11
H53 -1.559 -3.155 2.125  0.09
C60 0.456 0.419 5.777  -0.01
C61 1.688 0.658 4.949  -0.47
C62 2.942 1.075 5.673  -0.01
O6 1.671 0.572 3.740  0.04
H54 0.695 0.128 6.798  0.08
H55 -0.176 -0.327 5.299  0.07
H56 -0.106 1.357 5.796  0.08
H57 2.788 2.074 6.090  0.09
H58 3.783 1.098 4.982  0.08
H59 3.152 0.407 6.509  0.08
O7 -3.489 1.038 3.384  -0.37
Se2 -1.993 1.314 2.930  0.87
O8 -1.820 1.703 1.283  -0.54
O9 -1.078 -0.110 2.686  -0.53
O10 -1.142 2.340 3.816  -0.40